C68H157N7O14 | wB97M-V/def2-TZVPD

Bonds (Å) are listed after each position.
Positions of all 246 atoms, in Å:
1 O -1.43 3.68 1.62  H2 0.974, H3 0.991
2 H -2.09 4.13 1.05  O1 0.974
3 H -1.75 3.64 2.55  O1 0.991
4 O 3.79 3.36 2.07  H5 0.972, H6 0.992
5 H 3.11 2.73 2.35  O4 0.972
6 H 3.22 4.06 1.65  O4 0.992
7 C 0.90 5.92 0.63  O8 1.423, H9 1.107, H10 1.076, H11 1.096
8 O 1.63 4.75 0.98  C7 1.423, H12 0.952
9 H 1.55 6.79 0.42  C7 1.107
10 H 0.33 5.80 -0.28  C7 1.076
11 H 0.22 6.22 1.43  C7 1.096
12 H 1.05 4.00 0.99  O8 0.952
13 C 4.40 -1.39 -0.21  O14 1.416, H15 1.100, H16 1.106, H17 1.106
14 O 4.29 -1.25 -1.61  C13 1.416, H18 0.990
15 H 3.74 -0.78 0.41  C13 1.100
16 H 4.08 -2.43 -0.02  C13 1.106
17 H 5.45 -1.28 0.12  C13 1.106
18 H 4.94 -0.61 -2.01  O14 0.990
19 C 7.18 2.61 1.12  O20 1.378, H21 1.101, H22 1.090, H23 1.068
20 O 5.92 2.40 0.61  C19 1.378, H24 0.987
21 H 7.33 2.21 2.14  C19 1.101
22 H 7.95 2.25 0.43  C19 1.090
23 H 7.30 3.67 1.14  C19 1.068
24 H 5.25 2.77 1.23  O20 0.987
25 C 2.05 5.16 -3.26  O26 1.457, H27 1.075, H28 1.107, H29 1.115
26 O 1.21 6.28 -3.66  C25 1.457, H30 0.964
27 H 1.40 4.31 -3.32  C25 1.075
28 H 2.93 4.93 -3.90  C25 1.107
29 H 2.41 5.29 -2.22  C25 1.115
30 H 1.60 7.08 -4.03  O26 0.964
31 C 5.06 1.75 -2.87  O32 1.445, H33 1.083, H34 1.106, H35 1.105
32 O 5.98 0.94 -2.11  C31 1.445, H36 0.968
33 H 5.43 1.85 -3.89  C31 1.083
34 H 4.04 1.32 -2.85  C31 1.106
35 H 4.99 2.77 -2.44  C31 1.105
36 H 6.00 1.22 -1.19  O32 0.968
37 C 0.04 2.43 -9.27  C38 1.560, H48 1.103, H49 1.102, H50 1.114
38 C -1.06 3.18 -8.46  C37 1.560, C39 1.536, N43 1.496, C47 1.551
39 C -2.40 2.49 -8.80  C38 1.536, C40 1.501, H51 1.109, H52 1.100
40 C -2.53 1.21 -8.02  C39 1.501, C41 1.554, H53 1.126, H54 1.096
41 C -2.40 1.32 -6.48  C40 1.554, C42 1.516, H55 1.106, H56 1.079
42 C -1.08 1.98 -6.14  C41 1.516, N43 1.474, C45 1.548, C46 1.577
43 N -0.95 3.20 -6.97  C38 1.496, C42 1.474, O44 1.422
44 O 0.20 3.91 -6.56  N43 1.422, H66 0.968
45 C -1.33 2.45 -4.69  C42 1.548, H57 1.107, H58 1.073, H59 1.062
46 C 0.15 1.00 -6.24  C42 1.577, H60 1.072, H61 1.120, H62 1.104
47 C -1.19 4.59 -9.08  C38 1.551, H63 1.100, H64 1.115, H65 1.111
48 H 1.08 2.70 -9.02  C37 1.103
49 H 0.01 2.71 -10.33  C37 1.102
50 H -0.05 1.32 -9.26  C37 1.114
51 H -3.30 3.07 -8.50  C39 1.109
52 H -2.56 2.30 -9.87  C39 1.100
53 H -1.77 0.50 -8.44  C40 1.126
54 H -3.48 0.73 -8.31  C40 1.096
55 H -2.37 0.30 -6.04  C41 1.106
56 H -3.21 1.84 -6.00  C41 1.079
57 H -0.42 2.90 -4.24  C45 1.107
58 H -2.11 3.19 -4.71  C45 1.073
59 H -1.62 1.56 -4.18  C45 1.062
60 H 1.08 1.53 -6.11  C46 1.072
61 H 0.07 0.26 -5.40  C46 1.120
62 H 0.16 0.39 -7.16  C46 1.104
63 H -0.24 5.12 -8.93  C47 1.100
64 H -2.11 5.10 -8.69  C47 1.115
65 H -1.36 4.40 -10.16  C47 1.111
66 H -0.08 4.78 -6.23  O44 0.968
67 C -0.38 -6.72 1.42  C68 1.500, H78 1.083, H79 1.068, H80 1.101
68 C 0.46 -5.64 2.03  C67 1.500, C69 1.561, N73 1.503, C77 1.544
69 C -0.44 -4.83 3.02  C68 1.561, C70 1.519, H81 1.093, H82 1.094
70 C 0.41 -3.97 3.93  C69 1.519, C71 1.541, H83 1.122, H84 1.091
71 C 1.46 -4.82 4.68  C70 1.541, C72 1.503, H85 1.086, H86 1.067
72 C 2.33 -5.64 3.77  C71 1.503, N73 1.481, C75 1.556, C76 1.542
73 N 1.45 -6.41 2.87  C68 1.503, C72 1.481, O74 1.409
74 O 2.21 -7.21 1.99  N73 1.409, H96 0.996
75 C 3.50 -4.78 3.20  C72 1.556, H87 1.097, H88 1.137, H89 1.090
76 C 2.98 -6.72 4.65  C72 1.542, H90 1.086, H91 1.095, H92 1.105
77 C 0.99 -4.75 0.89  C68 1.544, H93 1.072, H94 1.096, H95 1.142
78 H -1.12 -6.36 0.71  C67 1.083
79 H -0.85 -7.24 2.22  C67 1.068
80 H 0.30 -7.37 0.85  C67 1.101
81 H -1.09 -4.24 2.36  C69 1.093
82 H -0.98 -5.58 3.60  C69 1.094
83 H -0.21 -3.43 4.69  C70 1.122
84 H 0.90 -3.16 3.39  C70 1.091
85 H 0.94 -5.48 5.37  C71 1.086
86 H 2.11 -4.18 5.23  C71 1.067
87 H 4.00 -4.28 4.03  C75 1.097
88 H 4.30 -5.41 2.69  C75 1.137
89 H 3.12 -4.04 2.50  C75 1.090
90 H 2.18 -7.37 5.00  C76 1.086
91 H 3.64 -7.38 4.07  C76 1.095
92 H 3.61 -6.35 5.48  C76 1.105
93 H 1.37 -3.81 1.23  C77 1.072
94 H 0.12 -4.52 0.25  C77 1.096
95 H 1.76 -5.28 0.23  C77 1.142
96 H 2.95 -6.69 1.58  O74 0.996
97 C -1.80 0.13 0.82  C98 1.544, H108 1.091, H109 1.088, H110 1.099
98 C -0.35 -0.37 0.64  C97 1.544, C99 1.527, N103 1.443, C107 1.602
99 C -0.35 -1.42 -0.47  C98 1.527, C100 1.533, H111 1.121, H112 1.113
100 C -0.58 -0.81 -1.86  C99 1.533, C101 1.546, H113 1.106, H114 1.107
101 C 0.53 0.25 -2.06  C100 1.546, C102 1.541, H115 1.074, H116 1.093
102 C 0.58 1.35 -0.99  C101 1.541, N103 1.490, C105 1.532, C106 1.550
103 N 0.62 0.66 0.33  C98 1.443, C102 1.490, O104 1.433
104 O 0.59 1.67 1.34  N103 1.433, H126 0.980
105 C 1.89 2.12 -1.16  C102 1.532, H117 1.081, H118 1.086, H119 1.076
106 C -0.60 2.35 -1.14  C102 1.550, H120 1.107, H121 1.075, H122 1.084
107 C 0.01 -1.07 2.03  C98 1.602, H123 1.099, H124 1.084, H125 1.073
108 H -2.42 -0.65 1.26  C97 1.091
109 H -2.33 0.47 -0.07  C97 1.088
110 H -2.02 0.96 1.50  C97 1.099
111 H 0.61 -1.98 -0.35  C99 1.121
112 H -1.17 -2.12 -0.19  C99 1.113
113 H -1.61 -0.44 -2.00  C100 1.106
114 H -0.44 -1.62 -2.59  C100 1.107
115 H 0.53 0.71 -3.03  C101 1.074
116 H 1.52 -0.23 -2.01  C101 1.093
117 H 2.00 3.07 -0.66  C105 1.081
118 H 2.71 1.47 -0.84  C105 1.086
119 H 2.03 2.23 -2.22  C105 1.076
120 H -1.47 1.69 -1.29  C106 1.107
121 H -0.77 3.04 -0.33  C106 1.075
122 H -0.40 2.89 -2.05  C106 1.084
123 H 0.35 -0.25 2.68  C107 1.099
124 H 0.86 -1.72 1.84  C107 1.084
125 H -0.82 -1.57 2.48  C107 1.073
126 H -0.33 2.01 1.42  O104 0.980
127 C 2.16 -2.00 -4.36  C128 1.526, H138 1.097, H139 1.103, H140 1.089
128 C 2.31 -3.51 -4.51  C127 1.526, C129 1.540, N133 1.479, C137 1.549
129 C 1.85 -4.27 -3.26  C128 1.540, C130 1.601, H141 1.085, H142 1.076
130 C 0.26 -4.28 -3.11  C129 1.601, C131 1.530, H143 1.067, H144 1.101
131 C -0.37 -4.95 -4.34  C130 1.530, C132 1.551, H145 1.091, H146 1.106
132 C 0.07 -4.19 -5.62  C131 1.551, N133 1.488, C135 1.609, C136 1.552
133 N 1.55 -4.10 -5.64  C128 1.479, C132 1.488, O134 1.472
134 O 1.94 -3.34 -6.84  N133 1.472, H156 0.952
135 C -0.24 -5.15 -6.88  C132 1.609, H147 1.101, H148 1.081, H149 1.122
136 C -0.72 -2.86 -5.78  C132 1.552, H150 1.082, H151 1.089, H152 1.086
137 C 3.83 -3.81 -4.48  C128 1.549, H153 1.106, H154 1.108, H155 1.100
138 H 1.13 -1.70 -4.12  C127 1.097
139 H 2.39 -1.42 -5.27  C127 1.103
140 H 2.82 -1.70 -3.55  C127 1.089
141 H 2.22 -5.29 -3.34  C129 1.085
142 H 2.30 -3.75 -2.43  C129 1.076
143 H -0.10 -3.30 -2.86  C130 1.067
144 H 0.06 -4.94 -2.26  C130 1.101
145 H -1.45 -5.05 -4.37  C131 1.091
146 H 0.00 -5.99 -4.43  C131 1.106
147 H -0.20 -4.58 -7.82  C135 1.101
148 H 0.56 -5.88 -6.88  C135 1.081
149 H -1.22 -5.66 -6.70  C135 1.122
150 H -1.74 -3.07 -6.07  C136 1.082
151 H -0.78 -2.21 -4.90  C136 1.089
152 H -0.29 -2.30 -6.60  C136 1.086
153 H 4.02 -4.90 -4.56  C137 1.106
154 H 4.24 -3.41 -3.54  C137 1.108
155 H 4.42 -3.35 -5.29  C137 1.100
156 H 2.07 -4.10 -7.40  O134 0.952
157 C 5.12 -1.36 3.41  C158 1.536, H168 1.081, H169 1.109, H170 1.100
158 C 4.17 -0.52 4.28  C157 1.536, C159 1.569, N163 1.492, C167 1.524
159 C 3.26 -1.44 5.18  C158 1.569, C160 1.490, H171 1.090, H172 1.070
160 C 4.06 -2.18 6.19  C159 1.490, C161 1.526, H173 1.088, H174 1.100
161 C 4.76 -1.22 7.15  C160 1.526, C162 1.543, H175 1.088, H176 1.079
162 C 5.63 -0.22 6.36  C161 1.543, N163 1.434, C165 1.500, C166 1.561
163 N 4.86 0.34 5.29  C158 1.492, C162 1.434, O164 1.402
164 O 5.62 1.24 4.53  N163 1.402, H186 0.953
165 C 5.95 0.87 7.34  C162 1.500, H177 1.107, H178 1.086, H179 1.072
166 C 6.93 -0.95 5.91  C162 1.561, H180 1.095, H181 1.082, H182 1.083
167 C 3.20 0.27 3.41  C158 1.524, H183 1.100, H184 1.088, H185 1.097
168 H 5.40 -2.28 3.89  C157 1.081
169 H 6.05 -0.80 3.19  C157 1.109
170 H 4.70 -1.62 2.42  C157 1.100
171 H 2.52 -0.78 5.63  C159 1.090
172 H 2.79 -2.16 4.54  C159 1.070
173 H 4.78 -2.87 5.76  C160 1.088
174 H 3.42 -2.84 6.80  C160 1.100
175 H 5.42 -1.78 7.82  C161 1.088
176 H 4.04 -0.65 7.71  C161 1.079
177 H 6.38 0.43 8.26  C165 1.107
178 H 6.69 1.53 6.92  C165 1.086
179 H 5.03 1.36 7.61  C165 1.072
180 H 7.47 -0.97 6.86  C166 1.095
181 H 6.77 -1.99 5.63  C166 1.082
182 H 7.53 -0.47 5.15  C166 1.083
183 H 2.49 -0.48 3.02  C167 1.100
184 H 3.76 0.86 2.69  C167 1.088
185 H 2.60 0.94 4.04  C167 1.097
186 H 5.27 2.07 4.85  O164 0.953
187 C -5.06 1.50 -1.79  C188 1.550, H198 1.083, H199 1.077, H200 1.104
188 C -5.71 0.14 -1.44  C187 1.550, C189 1.495, N193 1.495, C197 1.520
189 C -4.92 -0.65 -0.44  C188 1.495, C190 1.484, H201 1.095, H202 1.114
190 C -4.94 -0.23 0.98  C189 1.484, C191 1.567, H203 1.093, H204 1.096
191 C -6.43 -0.17 1.46  C190 1.567, C192 1.546, H205 1.080, H206 1.094
192 C -7.39 0.60 0.53  C191 1.546, N193 1.551, C195 1.526, C196 1.562
193 N -7.12 0.19 -0.94  C188 1.495, C192 1.551, O194 1.424
194 O -7.88 1.00 -1.83  N193 1.424, H216 0.948
195 C -8.82 0.21 0.89  C192 1.526, H207 1.086, H208 1.099, H209 1.110
196 C -7.27 2.13 0.83  C192 1.562, H210 1.092, H211 1.085, H212 1.070
197 C -5.74 -0.62 -2.75  C188 1.520, H213 1.133, H214 1.088, H215 1.095
198 H -4.99 2.08 -0.87  C187 1.083
199 H -5.61 2.02 -2.55  C187 1.077
200 H -3.99 1.47 -2.06  C187 1.104
201 H -5.27 -1.68 -0.53  C189 1.095
202 H -3.88 -0.71 -0.84  C189 1.114
203 H -4.46 0.74 1.13  C190 1.093
204 H -4.42 -0.96 1.61  C190 1.096
205 H -6.43 0.34 2.42  C191 1.080
206 H -6.73 -1.21 1.60  C191 1.094
207 H -9.57 0.90 0.53  C195 1.086
208 H -9.14 -0.73 0.43  C195 1.099
209 H -8.92 0.04 1.98  C195 1.110
210 H -6.26 2.41 1.15  C196 1.092
211 H -7.53 2.75 -0.02  C196 1.085
212 H -7.94 2.29 1.65  C196 1.070
213 H -4.66 -0.75 -3.08  C197 1.133
214 H -6.33 -0.11 -3.51  C197 1.088
215 H -6.20 -1.61 -2.60  C197 1.095
216 H -8.52 0.42 -2.23  O194 0.948
217 C -1.96 1.51 6.51  C218 1.551, H228 1.094, H229 1.089, H230 1.099
218 C -3.10 2.06 5.61  C217 1.551, C219 1.627, N223 1.463, C227 1.531
219 C -4.36 2.16 6.64  C218 1.627, C220 1.506, H231 1.080, H232 1.082
220 C -5.58 2.88 6.13  C219 1.506, C221 1.517, H233 1.095, H234 1.082
221 C -5.22 4.29 5.69  C220 1.517, C222 1.626, H235 1.081, H236 1.095
222 C -3.96 4.30 4.67  C221 1.626, N223 1.506, C225 1.519, C226 1.499
223 N -2.85 3.45 5.23  C218 1.463, C222 1.506, O224 1.458
224 O -1.72 3.48 4.31  N223 1.458, H246 0.956
225 C -4.57 3.82 3.36  C222 1.519, H237 1.101, H238 1.110, H239 1.085
226 C -3.59 5.75 4.62  C222 1.499, H240 1.102, H241 1.117, H242 1.079
227 C -3.36 1.07 4.47  C218 1.531, H243 1.138, H244 1.074, H245 1.095
228 H -1.14 1.06 5.94  C217 1.094
229 H -2.35 0.73 7.15  C217 1.089
230 H -1.60 2.39 7.07  C217 1.099
231 H -4.68 1.13 6.70  C219 1.080
232 H -3.96 2.60 7.54  C219 1.082
233 H -6.33 2.94 6.91  C220 1.095
234 H -6.02 2.23 5.38  C220 1.082
235 H -4.94 4.85 6.58  C221 1.081
236 H -6.02 4.78 5.12  C221 1.095
237 H -5.00 4.69 2.85  C225 1.101
238 H -3.91 3.35 2.60  C225 1.110
239 H -5.38 3.12 3.52  C225 1.085
240 H -4.46 6.36 4.30  C226 1.102
241 H -3.25 6.08 5.63  C226 1.117
242 H -2.83 5.91 3.87  C226 1.079
243 H -4.37 1.17 3.97  C227 1.138
244 H -3.41 0.11 4.95  C227 1.074
245 H -2.63 1.08 3.65  C227 1.095
246 H -1.04 3.80 4.89  O224 0.956

For the LUMO energy, the calculation gives 0.23 eV. For the HOMO-LUMO gap, the calculation gives 8.6 eV.